C3H6N4 | ωB97M-V/def2-TZVPD

Computed properties:
ΔE to the lowest compared entry with this formula, charge and spin (eV): 6.8241
Charge: 0
DFT total energy (eV): -9162.0320
Gap between HOMO and LUMO (eV): 9.250
Lowest unoccupied orbital energy (eV): 0.496

Structure (XYZ):
```
13
C3H6N4 | the Open Molecules 2025 dataset | ωB97M-V/def2-TZVPD
C 0.212 0.534 0.139
C -0.451 -0.798 0.061
C -1.109 1.360 -0.031
H 3.248 0.179 -0.980
H 1.977 -1.200 0.149
H -0.692 -1.284 1.092
H 0.103 -1.338 -0.685
H -2.435 -0.915 0.490
H -0.801 2.546 0.502
N 2.466 -0.093 0.013
N 1.443 0.940 -0.204
N -1.836 -0.646 -0.361
N -2.126 0.713 -0.187
```